This record from OMol25 describes a structure of composition C27H15BrClMoN5O5S3. The level of theory is the ωB97M-V functional and the def2-TZVPD basis.

Values from the calculation:
molar mass: 796.9 g mol⁻¹
highest occupied orbital energy (alpha / beta): -0.31970 / -0.31715 Ha
energy relative to the best compared isomer or geometry (same formula, charge and spin): 0.000 eV
calculated total energy: -5984.93117 hartree
net charge: 0
gap between HOMO and LUMO (alpha / beta): 0.2547 / 0.2509 Ha

Element x y z (Å)
Mo (-0.09759, -0.24085, 0.22515)
Br (0.87886, 5.02575, -6.44001)
Cl (-2.88073, 4.72953, -1.42621)
S (-0.17262, -2.34783, 1.29696)
S (-2.21713, -4.26440, 0.12928)
S (-1.93042, -1.34912, -0.63945)
O (-2.54942, 5.81830, 1.36342)
O (-1.68129, 4.70012, 3.06349)
O (-0.48305, 2.32458, 3.39862)
O (-0.20181, 0.52644, 2.10890)
O (1.38281, 0.92008, -0.35775)
N (4.55994, 0.22698, -5.72907)
N (0.99833, -1.29930, -1.49153)
N (4.57242, -0.44662, -4.69583)
N (-1.87034, 2.32896, -0.89396)
N (-1.27408, 1.61893, 0.08054)
C (3.99240, 1.13780, -2.90619)
C (0.77908, -2.48283, -2.02827)
C (-1.99753, 4.83739, 1.78598)
C (2.01326, 3.53130, -6.21920)
C (-1.02483, 1.16118, -2.84567)
C (-2.08639, 1.78283, -2.20040)
C (2.23178, 0.67296, -1.34833)
C (2.81815, -0.96515, -3.07860)
C (3.66766, 1.35681, -5.85465)
C (-3.33600, 1.87537, -2.78778)
C (2.55269, -2.23648, -3.63119)
C (-1.45777, -2.84630, 0.19806)
C (-2.18822, 3.55631, -0.42713)
C (3.37999, 3.67806, -6.39201)
C (4.20626, 2.57624, -6.22790)
C (-1.24258, 2.38269, 1.15681)
C (-0.61309, 1.73224, 2.34651)
C (3.22526, 1.50911, -1.77996)
C (3.78572, -0.04340, -3.55935)
C (-1.22189, 0.63673, -4.11219)
C (1.45916, 2.29895, -5.90107)
C (-1.80963, 3.64120, 0.90682)
C (2.29251, 1.21111, -5.71686)
C (2.02743, -0.56528, -1.99833)
C (-2.46154, 0.74974, -4.72656)
C (1.54665, -2.98938, -3.09237)
C (-3.51480, 1.36000, -4.06119)
H (0.38837, 2.19576, -5.78913)
H (-0.40779, 0.12569, -4.61156)
H (5.27523, 2.66281, -6.37330)
H (4.75296, 1.81403, -3.27463)
H (3.39812, 2.45161, -1.28009)
H (-4.48733, 1.42573, -4.52904)
H (-1.31216, 3.80599, 3.28892)
H (-4.15710, 2.33591, -2.25600)
H (3.79555, 4.63909, -6.65894)
H (1.31770, -3.97253, -3.47722)
H (-0.03477, -3.06986, -1.62853)
H (-0.10333, 1.00870, -2.30383)
H (3.14841, -2.60184, -4.45750)
H (-2.61204, 0.34521, -5.71840)
H (1.87310, 0.24397, -5.46794)

This record from OMol25 describes the molecule C10H13NS. The level of theory is the ωB97M-V functional and the def2-TZVPD basis.

Values from the calculation:
molar mass: 179.3 g mol⁻¹
highest occupied orbital energy: -0.28906 Ha
energy relative to the best compared isomer or geometry (same formula, charge and spin): 0.620 eV
calculated total energy: -841.71195 hartree
net charge: 0
SMILES string: C=C(C)Sc1ccccc1NC
gap between HOMO and LUMO: 0.3182 Ha

Element x y z (Å)
S (1.54864, 1.06347, 0.05658)
N (0.26870, -1.67641, 1.24850)
C (-0.22625, -0.78275, -2.87810)
C (0.40093, 0.10171, -2.01685)
C (-0.26589, -2.80200, 2.06360)
C (-0.57905, -2.01005, -2.40176)
C (0.66037, -0.21244, -0.74085)
C (1.04598, 3.51674, 0.96026)
C (0.37477, 2.28945, 0.41118)
C (-0.42197, -2.26348, -1.05647)
C (0.17123, -1.37872, -0.11465)
C (-0.91285, 2.04333, 0.39277)
H (-1.69310, 2.80070, 0.63910)
H (-0.35274, -0.47684, -3.97624)
H (0.53055, -3.58920, 2.38559)
H (0.44675, 4.38106, 1.37374)
H (-1.08368, -2.76757, -2.99477)
H (-0.79339, -3.17677, -0.75815)
H (-0.99836, -3.36499, 1.34552)
H (-1.27525, 1.10047, 0.22138)
H (0.52353, 1.20423, -2.27271)
H (1.72075, 3.80683, 0.19581)
H (0.85777, -1.00493, 1.86303)
H (-0.95713, -2.60708, 2.90335)
H (1.71418, 3.21423, 1.81129)

This record from OMol25 describes a structure of composition C38H44BrF5N2O2S2TeV. The level of theory is the ωB97M-V functional and the def2-TZVPD basis.

Values from the calculation:
molar mass: 978.4 g mol⁻¹
highest occupied orbital energy (alpha / beta): -0.05173 / -0.03608 Ha
energy relative to the best compared isomer or geometry (same formula, charge and spin): 0.430 eV
2S+1: 2
calculated total energy: -6816.19896 hartree
net charge: -2
⟨S²⟩: 1.12
gap between HOMO and LUMO (alpha / beta): 0.1959 / 0.1802 Ha

Element x y z (Å)
Te (-4.70312, -0.72221, 1.51601)
Br (-1.35336, -1.83355, -3.38566)
V (-1.33570, 0.78635, -0.97037)
S (-3.51126, 0.29311, -1.92840)
S (-0.21127, 1.75795, -2.92733)
F (-2.57508, -1.22991, 4.59083)
F (-3.08005, -0.99796, 7.20963)
F (-0.38369, 2.86163, 7.45011)
F (0.16639, 2.66982, 4.83106)
F (-2.00897, 1.03585, 8.69693)
O (-0.08599, -0.76134, -0.81247)
O (-0.89065, 0.59515, 3.31874)
N (-2.50009, 2.62748, -0.18996)
N (0.49544, 2.58908, -0.01911)
C (1.97672, -1.98958, -0.91466)
C (3.89608, -3.08863, -5.06540)
C (-6.50570, 2.96140, -1.53493)
C (2.47163, -1.71824, 0.51681)
C (0.38305, -2.12275, -2.70504)
C (3.78761, 2.18291, -2.66836)
C (-0.92139, 1.85009, 6.73066)
C (0.91133, 2.57219, 1.39338)
C (-4.64905, 3.82113, -0.30758)
C (-3.87409, 2.72484, -0.68165)
C (-2.00913, -0.19965, 5.26138)
C (0.72076, -1.57102, -1.43504)
C (2.91446, 2.69910, -0.50221)
C (-2.50297, 2.65912, 1.29477)
C (-2.27574, -0.09188, 6.60799)
C (4.76271, -4.37107, -3.12565)
C (-5.96067, 3.95591, -0.72682)
C (3.84936, -1.03388, 0.47168)
C (-4.41177, 1.71352, -1.47895)
C (-1.71338, 3.72905, -0.78009)
C (-1.16388, 0.70428, 4.54278)
C (2.83978, -5.25569, -4.41282)
C (4.00357, 2.56577, -1.35447)
C (-0.28905, 3.83836, -0.24616)
C (2.82261, -2.76080, -1.71494)
C (1.61004, 2.45972, -0.93330)
C (-1.73902, 0.93254, 7.36877)
C (1.37916, 2.08504, -2.27291)
C (-5.35736, -2.13274, 2.98129)
C (1.24381, -2.88423, -3.46207)
C (2.59702, -3.05971, 1.25675)
C (-0.64835, 1.74039, 5.38622)
C (2.49583, 1.94856, -3.10730)
C (2.51296, -3.20365, -2.99007)
C (1.55649, -0.81851, 1.34235)
C (3.49094, -3.97291, -3.87620)
C (-2.88375, -1.75758, 1.16204)
C (-5.74607, 1.86721, -1.89550)
H (1.37549, 0.11080, 0.81460)
H (-5.68268, -3.05863, 2.51142)
H (0.58518, -1.26006, 1.55473)
H (2.31806, 1.62312, -4.12554)
H (2.04494, -0.59801, 2.29816)
H (-2.19501, 4.69542, -0.56315)
H (-4.53365, -2.31630, 3.66825)
H (-7.53297, 3.03409, -1.87569)
H (1.62908, -3.56396, 1.29675)
H (-1.71184, 3.58269, -1.85411)
H (4.38050, -2.17473, -4.71508)
H (5.32356, -3.49540, -2.79163)
H (-6.17928, 1.08548, -2.50789)
H (-1.71609, 2.03932, 1.71523)
H (-0.32816, 4.35829, 0.71302)
H (3.55827, -5.82797, -5.00956)
H (4.61771, -1.65791, 0.01036)
H (4.58869, -3.62090, -5.72769)
H (5.41107, -4.95059, -3.78949)
H (3.78933, -0.09673, -0.08564)
H (1.98077, -5.03477, -5.04775)
H (-2.12757, -1.07294, 0.78515)
H (4.17876, -0.80290, 1.49003)
H (-2.53584, -2.14992, 2.11465)
H (4.62091, 2.04658, -3.34913)
H (-3.44245, 2.24532, 1.65327)
H (-6.54889, 4.81270, -0.42160)
H (3.31010, -3.72982, 0.76980)
H (5.00490, 2.74295, -0.97958)
H (-6.18519, -1.69469, 3.53879)
H (-4.20770, 4.57364, 0.33670)
H (2.49288, -5.88596, -3.59099)
H (3.09078, 2.98826, 0.52393)
H (0.25541, 4.49699, -0.92930)
H (-2.41055, 3.68485, 1.67205)
H (1.57995, 1.74353, 1.59604)
H (4.53895, -4.98339, -2.24882)
H (0.90542, -3.22278, -4.43412)
H (1.41831, 3.50600, 1.67635)
H (3.02088, -2.79401, -5.64750)
H (-3.04066, -2.53653, 0.42021)
H (3.77777, -3.03923, -1.29102)
H (0.05027, 2.43697, 2.03619)
H (2.93337, -2.88887, 2.28480)

This record from OMol25 describes a structure of composition C29H36N3O8Re. The level of theory is the ωB97M-V functional and the def2-TZVPD basis.

Values from the calculation:
molar mass: 740.8 g mol⁻¹
highest occupied orbital energy (alpha / beta): -0.39742 / -0.39725 Ha
energy relative to the best compared isomer or geometry (same formula, charge and spin): 2.478 eV
2S+1: 2
calculated total energy: -1970.86283 hartree
net charge: +1
⟨S²⟩: 0.76
gap between HOMO and LUMO (alpha / beta): 0.2529 / 0.2537 Ha

Element x y z (Å)
Re (0.33621, -0.07826, -1.00675)
O (-2.25213, -3.00449, -0.27800)
O (-4.06523, 1.38729, 3.83430)
O (-1.41955, 2.13039, 6.52647)
O (-0.96592, 2.85524, 4.54889)
O (0.40548, -0.13039, 1.03624)
O (0.30411, -2.33810, 1.39129)
O (-1.12509, -1.25193, -1.05987)
O (-3.98556, -0.88498, 4.21375)
N (0.61612, 1.95111, -0.36947)
N (-1.06439, 1.96972, 5.37976)
N (-0.27434, 0.08084, -3.13533)
C (-2.61837, 0.45107, 0.61123)
C (1.18212, -3.31894, -1.76120)
C (0.22644, -1.19608, 1.79496)
C (2.22122, -0.98180, -1.16585)
C (-3.52036, -0.61095, 2.96462)
C (-0.68353, -0.41108, 5.90864)
C (-2.55346, -0.91773, 0.83738)
C (-0.02540, -0.89389, 3.24182)
C (3.25490, 0.49354, -4.47294)
C (-0.35569, -1.69314, 5.49154)
C (2.97897, -1.42188, 0.06817)
C (-0.04107, -1.93656, 4.16323)
C (-1.98897, -1.84684, -0.16932)
C (-3.02764, -1.48187, 2.03255)
C (1.79276, -2.00923, -2.14712)
C (-1.20311, 2.36314, -2.73767)
C (2.76884, 0.11283, -1.98309)
C (-0.67384, 0.60650, 4.97209)
C (-3.57010, 0.76093, 2.74062)
C (3.56126, 1.27117, -1.44748)
C (-1.31715, 1.06840, -3.52573)
C (-3.13727, 1.32724, 1.56677)
C (1.91080, -2.31675, -4.69266)
C (0.22303, 2.93255, -2.64334)
C (2.72806, -0.28022, -3.30983)
C (0.63598, 3.19401, -1.20876)
C (-0.33595, 0.39371, 3.65116)
C (2.13162, -1.58016, -3.40995)
C (-4.47819, 0.35126, 4.73478)
H (-0.60935, -0.84934, -3.37726)
H (-0.04201, 3.91481, -0.75100)
H (3.14754, -0.59656, 0.75989)
H (2.61835, 0.38668, -5.35412)
H (0.55777, 0.22260, -3.69500)
H (-0.35815, -2.50487, 6.20571)
H (-0.94412, -0.19445, 6.93461)
H (-2.29029, 0.61404, -3.34378)
H (-2.30985, 0.84589, -0.35353)
H (1.38752, -1.70478, -5.43300)
H (-4.04248, 0.53476, 5.71492)
H (0.34918, -3.58934, -2.41136)
H (4.24152, 0.11774, -4.75733)
H (-1.59952, 2.19585, -1.72802)
H (3.33142, 2.20901, -1.95671)
H (2.44455, -2.20481, 0.59554)
H (0.30102, 3.87534, -3.18590)
H (-1.24259, 1.26092, -4.59775)
H (3.36402, 1.55339, -4.24490)
H (3.41361, 1.41075, -0.37573)
H (-0.10373, 2.02475, 0.35093)
H (-0.34847, 1.21609, 2.95784)
H (0.95465, 2.25970, -3.09859)
H (3.95346, -1.81029, -0.24035)
H (1.33114, -3.22391, -4.53301)
H (-1.87608, 3.09138, -3.19125)
H (1.46536, 1.90355, 0.19399)
H (1.63771, 3.61619, -1.16204)
H (0.18662, -2.93658, 3.81876)
H (-5.56877, 0.32404, 4.77648)
H (-3.20840, 2.39282, 1.40050)
H (0.81365, -3.29884, -0.73731)
H (-2.97592, -2.54868, 2.19793)
H (4.63094, 1.09383, -1.58173)
H (2.86236, -2.60635, -5.14352)
H (1.93174, -4.11101, -1.83982)

This record from OMol25 describes a cluster of 7 separate species, C4H25N2O7 in total. The level of theory is the ωB97M-V functional and the def2-TZVPD basis.

Values from the calculation:
molar mass: 213.3 g mol⁻¹
highest occupied orbital energy: -0.46116 Ha
energy relative to the best compared isomer or geometry (same formula, charge and spin): 1.627 eV
calculated total energy: -803.38944 hartree
net charge: +1
gap between HOMO and LUMO: 0.3714 Ha

Element x y z (Å)
O (0.19072, 1.94474, 1.34881)
O (1.68920, -0.89626, -2.11559)
O (0.85495, 3.87972, -0.58383)
O (-1.54825, 1.06582, -0.57635)
O (2.97688, -0.83649, 1.65873)
O (0.35276, 1.49777, -3.00797)
O (-1.81713, 3.63860, 0.84919)
N (0.60728, -3.05283, 1.66924)
N (0.17484, -0.57085, 0.50475)
C (0.14361, -3.39556, 0.31330)
C (-1.16707, -1.18128, 0.40863)
C (-1.21185, -2.66189, 0.00678)
C (-2.04192, -0.24852, -0.47747)
H (3.79971, -0.89726, 2.16299)
H (2.21916, -1.29302, -2.81799)
H (-1.74710, -1.08210, 1.32928)
H (3.34263, -0.69418, 0.77323)
H (1.77710, 4.10458, -0.66463)
H (-1.94104, -3.18025, 0.62422)
H (0.12973, 2.13459, -3.68530)
H (1.25336, -0.18232, -2.61783)
H (0.13699, 2.66216, 0.69401)
H (-2.10283, 3.80134, 1.76055)
H (0.65357, -0.74947, -0.37627)
H (-1.99458, -0.65207, -1.49941)
H (-1.42436, -2.77191, -1.05378)
H (0.85218, -3.13896, -0.47104)
H (0.19715, 1.83153, -2.11870)
H (-0.16528, -4.43552, 0.21126)
H (0.04147, 0.47031, 0.62468)
H (0.33029, 4.66731, -0.49524)
H (-3.07402, -0.28293, -0.13726)
H (1.57622, -3.35763, 1.67248)
H (0.72711, -0.93781, 1.28691)
H (-2.33828, 4.34995, 0.44667)
H (0.10685, -3.59765, 2.35947)
H (-2.09764, 1.72203, -0.13456)
H (0.53756, 2.32628, 2.12803)

This record from OMol25 describes a cluster of 2 separate species, C7H7ClO4PS in total. The level of theory is the ωB97M-V functional and the def2-TZVPD basis.

Values from the calculation:
molar mass: 253.6 g mol⁻¹
highest occupied orbital energy: -0.10755 Ha
energy relative to the best compared isomer or geometry (same formula, charge and spin): 0.000 eV
calculated total energy: -1771.61814 hartree
net charge: -1
gap between HOMO and LUMO: 0.1658 Ha

Element x y z (Å)
Cl (2.88853, 2.80929, 1.03312)
S (1.47712, 0.02673, 0.00368)
P (2.38358, 0.97047, 1.51496)
O (-1.31067, -0.96268, 1.30649)
O (-0.04915, -2.04553, -0.76579)
O (-4.03084, 1.54006, -1.61115)
O (-2.90715, 0.21068, -3.75163)
C (-2.51757, -0.05222, -2.62031)
C (-3.17840, 0.67026, -1.39252)
C (-1.73393, -0.63604, 0.16856)
C (-2.75393, 0.29018, -0.09931)
C (-1.02862, -1.28314, -1.05691)
C (-1.45767, -0.98961, -2.32533)
C (3.83569, 0.11751, 2.07398)
H (-0.96026, -1.50372, -3.14319)
H (4.33321, -0.25216, 1.17984)
H (-3.26111, 0.77722, 0.72899)
H (0.77088, -0.72983, 0.89332)
H (3.49396, -0.75291, 2.63081)
H (4.51386, 0.73798, 2.65160)
H (1.49249, 1.05746, 2.58079)

Which value of net charge does entry 2 give?
0

The highest energy relative to the best compared isomer or geometry (same formula, charge and spin) belongs to which entry?
C29H36N3O8Re

Which formula does entry 2 have?
C10H13NS